(1)
A structure of composition C8H4AuF5INO2Se in a non-equilibrium geometry, computed with wB97M-V/def2-TZVPD.

Computed properties:
lowest unoccupied orbital energy	-2.641	eV
charge	0
energy relative to the best compared isomer or geometry (same formula, charge and spin)	42.1	kcal per mole
2S+1	1
E	-104670.32614	eV
orbital gap	5.66	eV

The geometry in XYZ format:
```
23
C8H4AuF5INO2Se | the Open Molecules 2025 dataset | wB97M-V/def2-TZVPD
F -3.9457 -2.3898 0.4528
O 1.6983 2.7975 0.5723
F -5.2179 -0.1542 -0.3704
O 1.9045 0.9920 -0.7848
I 6.0571 -1.1990 -1.5852
C -3.2542 -1.4001 -0.0943
F -3.8342 1.9008 -1.4480
F -1.2675 -2.5937 0.1787
Se 0.7224 -0.6108 -1.0083
H 2.3226 -1.3011 1.1814
C -1.8290 0.6855 -1.2208
C 2.0663 0.7016 1.6510
C -3.1977 0.8015 -1.0717
N 2.8592 -0.4607 1.3184
H 1.0375 0.4341 1.9129
C 1.8803 1.6273 0.4474
H 2.5153 1.2975 2.4407
C -3.9087 -0.2502 -0.5138
F -1.1562 1.6967 -1.7536
C -1.1475 -0.4573 -0.8125
Au 3.8953 0.0053 -1.1208
H 3.6842 -0.6327 1.8682
C -1.8843 -1.4903 -0.2398
```



(2)
A structure of composition C8H4Cl5IrNO2 in a non-equilibrium geometry, computed with wB97M-V/def2-TZVPD.

Computed properties:
lowest unoccupied orbital energy (alpha / beta)	-10.222 / -11.621	eV
⟨S²⟩	0.808
charge	+2
2S+1	2
E	-79375.50373	eV
orbital gap (alpha / beta)	6.68 / 5.26	eV

The geometry in XYZ format:
```
21
C8H4Cl5IrNO2 | the Open Molecules 2025 dataset | wB97M-V/def2-TZVPD
H -1.4568 1.3841 2.8631
C 1.4390 -0.7477 -1.0271
O -1.2340 1.6188 -0.1996
H -0.4237 -0.5453 2.1176
Ir -0.2914 -0.0892 -0.4377
Cl 3.0153 1.2836 -0.2676
C -0.6232 1.5401 2.1850
C 3.7425 -0.8830 -1.7180
N -0.0215 0.2910 1.7014
C 3.4515 -2.1316 -2.3672
C 2.1197 -2.7122 -2.3375
Cl 1.7466 -4.1698 -3.0758
Cl 4.6475 -2.9454 -3.1654
C 1.2088 -1.9720 -1.6572
Cl 5.3100 -0.2621 -1.7811
C -1.2910 2.3011 0.9534
H 0.1076 2.2602 2.5385
H 0.9885 0.2853 1.8197
Cl -0.5120 -2.2974 -1.3458
C 2.7398 -0.1965 -1.0497
O -1.7379 3.3662 1.1976
```